A cluster of 2 separate species, C4H9INO in total at a distorted geometry, computed with ωB97M-V with the def2-TZVPD basis set.

Last column: Mulliken charge in e.
Cartesian coordinates (Å):
C1 0.42 -1.83 -0.06  -0.4466
C2 1.41 -0.68 0.04  -0.3733
C3 -0.57 0.25 0.46  -0.2083
C4 -0.69 2.89 -0.53  -0.7895
N1 -0.95 -1.06 -0.18  -0.1081
O1 0.64 0.46 -0.11  -0.2905
I1 -0.62 0.35 2.54  0.2597
H1 0.62 -2.42 -0.92  0.3575
H2 0.40 -2.61 0.82  0.2969
H3 1.79 -0.66 1.04  0.2814
H4 2.24 -0.67 -0.62  0.3827
H5 -1.65 3.04 -0.14  0.3904
H6 -0.43 2.57 -1.60  0.2875
H7 0.17 3.00 0.08  0.3164
H8 -1.14 -1.00 -1.10  0.2900
H9 -1.63 -1.63 0.30  0.3538

Values from the calculation:
HOMO-LUMO gap (alpha / beta) in eV: 6.742 / 9.517
Total charge: +1
Energy relative to the best compared isomer or geometry (same formula, charge and spin) in kJ/mol: 458.8
Molar mass in g mol⁻¹: 214.026